Entry 1:
55
Properties=species:S:1:pos:R:3 method="wB97M-V/def2-TZVPD" multiplicity=1 total_energy_ev=-33867.0969 homo_lumo_gap_ev=8.8914 fmax_ev_per_a=7.15 de_lowest_kcal_mol=168.7 charge=+1
C 0.93 1.48 0.05
C -0.28 0.76 -0.49
C -1.56 1.19 0.39
C -2.83 0.58 -0.15
C -3.08 -0.86 0.43
O -3.02 -1.91 -0.11
N -0.67 1.28 -1.84
H 1.05 1.33 1.14
H 0.86 2.44 -0.13
H 1.91 1.12 -0.38
H -0.43 -0.34 -0.62
H -1.61 2.35 0.39
H -1.29 1.20 1.43
H -2.86 0.77 -1.24
H -3.77 1.10 0.22
H -3.42 -0.79 1.42
H 0.15 1.71 -2.41
H -1.48 2.00 -1.80
H -1.21 0.67 -2.33
H -0.84 -1.07 3.77
H -2.17 -1.60 3.52
O -1.38 -1.88 3.84
H 1.74 0.10 4.60
H 0.26 0.50 4.53
O 0.82 -0.10 4.99
H 1.05 -1.96 3.82
H 0.78 -3.30 3.31
O 0.90 -2.44 2.97
H 1.50 1.93 -4.18
H 2.51 1.85 -3.06
O 1.59 1.99 -3.27
H 0.07 -1.69 -0.94
H 1.20 -2.68 -0.80
O 0.80 -2.01 -1.47
H 3.36 2.23 3.19
H 2.97 0.93 2.64
O 2.65 1.66 3.12
H -3.15 1.42 -4.04
H -2.28 2.64 -3.85
O -2.28 1.71 -3.96
H -1.42 4.92 -1.30
H -0.11 4.09 -1.16
O -1.10 4.09 -1.37
H 3.77 -0.29 -1.05
H 4.88 -0.51 -2.07
O 4.46 0.16 -1.40
H 3.02 -3.27 0.20
H 2.04 -2.37 1.11
O 2.47 -2.42 0.26
H -0.92 -3.58 0.28
H 0.38 -3.94 0.92
O -0.06 -3.86 0.05
H -2.03 -2.32 -1.78
H -1.41 -2.87 -3.04
O -1.43 -2.10 -2.36

Entry 2:
58
Properties=species:S:1:pos:R:3 method="wB97M-V/def2-TZVPD" multiplicity=1 total_energy_ev=-37986.1145 homo_lumo_gap_ev=8.9167 fmax_ev_per_a=10.57 de_lowest_kcal_mol=142.9
O -0.17 0.88 -2.48
C 0.63 1.80 -2.58
O 0.32 2.91 -3.28
C 1.89 1.81 -1.91
C 1.84 2.16 -0.43
C 1.88 0.87 0.54
C 0.37 -0.48 1.75
N 0.50 0.50 0.74
H -0.62 2.97 -3.58
H 2.56 2.56 -2.45
H 2.52 0.94 -2.00
H 2.76 2.72 -0.25
H 1.03 2.96 -0.14
H 2.51 0.20 -0.03
H 2.33 1.17 1.56
H 0.89 -0.18 2.58
H -0.63 -0.81 2.02
H 1.01 -1.27 1.70
H 0.07 0.40 -0.20
H 3.91 -1.54 -0.64
H 5.33 -1.16 -0.01
O 4.34 -0.98 0.12
H 0.26 -1.59 -3.10
H -1.21 -1.92 -2.92
O -0.32 -2.29 -2.80
H -2.42 -2.61 2.00
H -2.14 -4.24 1.98
O -2.20 -3.43 1.46
H -2.42 -3.21 -0.21
H -3.67 -3.48 -0.82
O -2.84 -2.96 -1.05
H -0.63 2.23 1.49
H -1.91 2.84 2.03
O -0.99 3.03 1.94
H 0.17 -2.81 -1.21
H -0.59 -3.17 -0.03
O 0.30 -2.95 -0.35
H -2.53 -0.40 2.56
H -3.66 -1.24 1.98
O -2.86 -1.33 2.59
H 2.45 -2.34 2.02
H 3.39 -1.38 2.39
O 3.31 -2.35 2.42
H -2.12 -0.28 -0.87
H -2.79 0.15 -2.18
O -2.61 0.43 -1.34
H -3.30 3.02 0.59
H -3.36 1.66 -0.18
O -3.47 2.04 0.76
H -1.32 3.25 -1.13
H -2.22 2.15 -1.77
O -2.01 3.10 -1.86
H 2.22 -3.62 -0.05
H 3.36 -3.21 0.84
O 2.94 -3.19 -0.13
H -0.08 2.52 4.25
H 0.85 3.05 3.23
O 0.87 2.74 4.12

Entry 3:
58
Properties=species:S:1:pos:R:3 method="wB97M-V/def2-TZVPD" multiplicity=1 total_energy_ev=-35396.8780 homo_lumo_gap_ev=9.4272 fmax_ev_per_a=3.99 de_lowest_kcal_mol=126.7
N 0.92 -1.48 0.79
C 1.75 -0.64 -0.11
C 0.92 0.65 -0.55
C -0.29 0.14 -1.33
C -0.40 -0.81 -2.26
C 2.98 0.03 0.55
N 4.00 0.48 -0.38
H 1.12 -1.21 1.74
H -0.06 -1.40 0.55
H 2.04 -1.04 -1.08
H 1.47 1.27 -1.27
H 0.55 1.28 0.26
H -1.19 0.82 -1.31
H 0.29 -1.63 -2.18
H -1.15 -0.92 -3.02
H 3.46 -0.75 1.19
H 2.72 0.78 1.31
H 4.61 -0.30 -0.61
H 3.56 0.67 -1.30
H -0.91 -2.51 3.29
H -1.66 -2.18 1.99
O -1.68 -2.02 2.95
H 0.94 -0.20 -3.59
H 2.06 -1.10 -3.04
O 1.90 -0.29 -3.53
H -4.04 -2.03 0.96
H -3.24 -0.75 1.32
O -3.21 -1.56 0.78
H -1.37 0.20 2.14
H -1.89 0.79 0.61
O -1.84 0.80 1.57
H -0.27 3.66 -1.82
H 0.48 2.54 -2.57
O 0.29 3.48 -2.59
H 1.25 2.41 4.18
H 2.50 2.44 3.27
O 1.59 2.73 3.35
H -0.40 -0.65 4.12
H 0.80 0.07 3.51
O 0.47 -0.81 3.71
H -3.50 1.56 -2.38
H -2.12 1.72 -3.20
O -2.58 1.81 -2.37
H 0.01 -3.48 0.61
H 0.15 -4.56 -0.42
O -0.53 -4.09 0.08
H -0.92 4.46 1.59
H 0.29 3.77 2.30
O 0.03 4.53 1.76
H -2.77 -2.72 -3.02
H -2.90 -1.92 -1.75
O -3.09 -1.87 -2.69
H 3.20 -2.92 -1.57
H 1.71 -2.96 -1.46
O 2.42 -3.23 -2.04
H -2.27 3.58 0.89
H -3.18 2.26 0.83
O -3.01 3.10 1.24

Entry 4:
58
Properties=species:S:1:pos:R:3 method="wB97M-V/def2-TZVPD" multiplicity=2 total_energy_ev=-34824.8756 homo_lumo_gap_ev="10.9109 / 6.4284" fmax_ev_per_a=3.82 charge=+2
C -0.52 4.03 0.74
C 0.15 2.89 1.44
C -0.94 2.17 2.37
C -0.28 1.14 3.31
N -0.48 -2.18 1.75
C -0.71 -1.09 2.37
N 0.18 -0.09 2.67
N 0.68 1.91 0.41
H -0.96 4.79 1.36
H -1.37 3.82 0.13
H 0.20 4.74 0.13
H 0.96 3.31 2.12
H -1.68 1.60 1.77
H -1.25 3.03 3.02
H -1.11 0.70 3.83
H 0.60 1.61 3.67
H 0.39 -2.74 1.60
H -1.75 -0.68 2.52
H 1.21 -0.31 2.74
H 0.46 2.35 -0.49
H 0.42 0.80 0.52
H 1.70 1.81 0.51
H -2.54 -0.19 -0.44
H -3.94 -0.02 -0.93
O -3.32 0.33 -0.29
H -2.33 -4.60 -0.16
H -2.09 -3.64 0.85
O -2.74 -3.74 0.12
H 1.65 -4.53 -0.37
H 1.95 -3.08 0.22
O 1.33 -3.85 0.19
H -0.44 -1.11 -0.45
H 0.78 -0.38 -1.28
O 0.30 -0.41 -0.36
H 3.60 -2.09 2.63
H 2.55 -2.68 3.68
O 2.78 -1.96 3.08
H -2.00 1.42 -4.30
H -2.12 1.49 -2.83
O -1.44 1.50 -3.51
H 2.14 -1.59 1.24
H 2.04 -1.23 -0.39
O 2.56 -1.61 0.34
H 1.16 -0.76 -3.21
H 0.65 0.68 -2.96
O 1.29 0.01 -2.65
H 2.85 1.17 -1.52
H 3.06 0.10 -0.44
O 3.04 1.05 -0.59
H -0.97 -1.49 -4.26
H -0.25 -2.90 -4.39
O -0.21 -2.04 -3.94
H 0.89 3.20 -2.92
H -0.50 2.56 -2.68
O 0.20 3.09 -2.27
H -2.04 -2.57 -0.59
H -2.13 -1.87 -2.01
O -1.66 -1.81 -1.14

Entry 5:
59
Properties=species:S:1:pos:R:3 method="wB97M-V/def2-TZVPD" multiplicity=2 total_energy_ev=-35399.9200 homo_lumo_gap_ev="8.9640 / 4.5263" fmax_ev_per_a=2.43 de_lowest_kcal_mol=47.6 charge=+2
C 2.46 -0.79 2.61
C 1.32 -0.63 1.61
C 0.36 0.53 2.02
C -0.34 1.06 0.84
C -0.14 2.33 0.38
N -0.70 2.82 -0.85
N 0.56 -1.92 1.54
H 2.08 -1.00 3.62
H 3.07 -1.64 2.32
H 3.08 0.12 2.59
H 1.72 -0.47 0.60
H -0.37 0.17 2.77
H 0.93 1.32 2.56
H -1.06 0.35 0.35
H 0.50 3.04 0.93
H 0.00 2.63 -1.63
H -1.64 2.36 -1.10
H -0.76 3.84 -0.85
H 0.51 -2.38 2.47
H 1.01 -2.58 0.85
H -2.81 -1.29 0.81
H -3.77 -1.25 -1.14
O -2.96 -0.83 -0.82
H 0.86 2.15 -3.60
H 0.81 0.73 -2.93
O 0.33 1.58 -3.05
H -3.27 -0.65 2.12
H -0.41 -1.77 1.20
O -2.74 -1.40 1.80
H 4.13 2.25 1.57
H 3.22 1.38 0.69
O 3.22 2.15 1.28
H 2.38 -0.12 -1.49
H 3.85 0.26 -1.60
O 3.03 0.53 -1.18
H 1.46 -2.21 -1.29
H 2.22 -3.56 -1.04
O 2.01 -2.71 -0.64
H -1.60 -3.37 4.05
H -1.86 -2.23 3.03
O -1.16 -2.65 3.58
H -1.33 -3.27 -1.17
H -1.76 -1.84 -0.80
O -0.98 -2.46 -0.80
H -3.69 1.85 -2.00
H -3.01 0.60 -1.33
O -2.84 1.55 -1.66
H 0.07 -0.93 -2.56
H 1.37 -1.35 -3.43
O 1.14 -1.01 -2.55
H -3.57 1.82 0.77
H -3.71 0.36 0.34
O -3.98 1.00 1.03
H -1.99 -0.74 -2.19
H -1.32 0.35 -3.10
O -1.37 -0.61 -2.98
H 2.65 3.27 -0.19
H 2.55 2.17 -1.28
O 2.26 3.09 -1.06

Entry 6:
59
Properties=species:S:1:pos:R:3 method="wB97M-V/def2-TZVPD" multiplicity=1 total_energy_ev=-35975.2200 homo_lumo_gap_ev=9.4128 fmax_ev_per_a=1.52 de_lowest_kcal_mol=30.9
N -2.31 0.46 -2.29
C -1.16 1.32 -2.07
C -0.24 0.45 -1.19
C -0.58 -1.02 -1.57
C -1.99 -0.95 -2.28
C -3.04 -1.77 -1.51
H -2.96 0.80 -2.98
H -0.66 1.61 -3.01
H -1.44 2.24 -1.53
H -0.37 0.61 -0.11
H 0.80 0.67 -1.38
H -0.61 -1.59 -0.64
H 0.20 -1.47 -2.19
H -1.91 -1.45 -3.24
H -2.73 -2.81 -1.61
H -4.07 -1.66 -1.85
H -3.11 -1.51 -0.46
H 2.56 -0.40 -2.78
H 1.14 -0.19 -3.36
O 2.01 0.21 -3.33
H -2.28 -2.21 2.45
H -2.99 -1.02 1.78
O -2.93 -1.50 2.62
H 3.14 -1.48 -0.55
H 3.86 -2.05 -1.78
O 3.23 -1.36 -1.53
H 1.01 4.54 0.04
H 1.29 4.54 -1.35
O 0.64 4.95 -0.76
H 2.34 0.19 2.55
H 1.13 -0.50 3.42
O 1.93 -0.64 2.90
H 2.46 1.52 0.35
H 1.80 2.03 1.69
O 2.30 1.30 1.27
H 1.50 -3.27 -1.15
H 0.31 -4.05 -0.64
O 1.27 -4.04 -0.61
H 3.51 1.89 -1.82
H 2.16 1.78 -2.49
O 2.68 2.38 -1.91
H -0.11 3.09 1.79
H 0.85 3.98 2.58
O 0.80 3.50 1.75
H -0.98 1.27 2.74
H -2.00 1.70 1.60
O -1.31 2.03 2.21
H 0.49 -1.52 1.96
H 0.18 -2.97 2.39
O -0.18 -2.24 1.87
H -1.50 -0.73 3.15
H -1.15 -0.05 4.42
O -0.78 -0.16 3.54
H -3.08 0.67 -0.32
H -3.99 0.95 0.78
O -3.10 0.60 0.66
H 2.69 -1.58 1.73
H 2.26 -2.84 0.96
O 3.03 -2.27 1.10